Molecular formula: CH7N4
Method: DFT, ωB97M-V with the def2-TZVPD basis set

Max |F|, eV/Å: 9.0
Spin multiplicity: 3
HOMO energy (spin up / spin down), eV: -13.00 / -15.60
Expectation value of S²: 2.01
Orbital gap (spin up / spin down), eV: 9.679 / 7.317
Energy relative to the best compared isomer or geometry (same formula, charge and spin), kcal per mole: 61.9
Net charge: +1

CARTESIAN COORDINATES (ANGSTROEM)
1 N 0.973 -1.482 -0.668
2 N 1.783 -0.592 -0.290
3 N -1.220 0.275 0.629
4 N 1.475 0.477 0.429
5 C -2.087 0.276 -0.273
6 H -1.588 0.562 1.555
7 H 2.799 -0.742 -0.461
8 H -1.771 0.100 -1.296
9 H -3.129 0.463 -0.130
10 H 2.201 1.100 0.362
11 H 0.455 0.640 0.407
12 H 0.108 -1.078 -0.265

Atom charges from the Mulliken analysis, given in e for atoms 1 to 8: -0.56 0.30 -0.60 0.01 -0.18 0.20 0.25 0.22

Molecular formula: C13H37BO8P
Method: DFT, ωB97M-V with the def2-TZVPD basis set

Max |F|, eV/Å: 1.0
HOMO energy, eV: -2.73
Orbital gap, eV: 5.211
Net charge: -1

CARTESIAN COORDINATES (ANGSTROEM)
1 P -1.561 1.642 -1.072
2 O -4.468 -1.176 1.386
3 O 5.666 1.785 -1.565
4 O 0.560 3.512 -1.888
5 O 1.254 1.288 -2.057
6 O -6.933 -2.266 3.451
7 O -7.268 -1.806 0.449
8 O 8.536 0.798 -1.228
9 O 5.771 -1.160 -0.899
10 C 5.076 -0.578 -1.989
11 C 4.944 -1.612 0.154
12 C -6.763 -0.559 0.907
13 C 6.458 1.765 -0.397
14 C -7.871 -1.682 4.322
15 C 7.945 1.934 -0.619
16 C -3.392 -1.746 0.660
17 C -7.481 -3.164 2.505
18 C -5.296 -0.311 0.633
19 C -0.970 2.008 0.755
20 C 9.464 1.094 -2.244
21 C 5.730 0.698 -2.468
22 C -6.889 -2.986 1.124
23 B 0.228 2.166 -1.746
24 H 5.078 -1.293 -2.822
25 H 2.089 1.761 -1.887
26 H 9.568 0.204 -2.864
27 H -3.668 -1.959 -0.376
28 H 6.753 0.516 -2.807
29 H 6.249 0.887 0.217
30 H -7.003 -0.396 1.960
31 H 9.118 1.917 -2.877
32 H -7.296 -3.795 0.509
33 H -2.524 -1.081 0.667
34 H 8.116 2.832 -1.222
35 H 4.603 -2.636 -0.027
36 H -7.318 0.189 0.335
37 H -2.086 1.416 -2.447
38 H 4.074 -0.965 0.292
39 H -7.421 -0.779 4.732
40 H -2.028 3.074 -1.167
41 H -8.570 -3.051 2.445
42 H -7.261 -4.189 2.837
43 H 8.418 2.084 0.361
44 H 10.445 1.347 -1.824
45 H -2.872 1.258 -0.490
46 H 4.035 -0.369 -1.725
47 H -1.104 1.160 1.424
48 H 0.048 2.391 0.811
49 H -5.066 0.724 0.911
50 H -5.103 -0.416 -0.438
51 H 5.161 1.029 -3.340
52 H -1.607 2.811 1.122
53 H -8.790 -1.401 3.795
54 H 6.129 2.639 0.170
55 H 5.534 -1.597 1.070
56 H -8.121 -2.359 5.149
57 H -3.129 -2.687 1.148
58 H -5.805 -3.109 1.142
59 H -1.091 0.230 -0.978
60 H -0.294 3.969 -1.983

Atom charges from the Mulliken analysis, given in e for atoms 1 to 8: 0.04 -0.27 -0.42 -0.58 -0.53 -0.28 -0.44 -0.30